[1]
ORCA calculation (the ωB97M-V functional and the def2-TZVPD basis) on a structure of composition C16H26N2O5Si2TeTi at a distorted geometry.

## Properties
E_LUMO (spin up / spin down) (eV): -0.02 / -0.53
Multiplicity: 3
Max |F| (eV Å⁻¹): 4.87
Electronic energy (Ha): -2807.61986
Orbital gap (spin up / spin down) (eV): 6.2 / 8.2
M (g mol⁻¹): 558.032

Each line ends with the Löwdin spin population.
Geometry (Å):
Ti1 -0.10 -1.07 -0.25  0.894
O1 3.82 -0.78 -1.09  0.091
C1 2.49 -0.61 -0.94  0.256
O2 1.74 -1.58 -0.54  0.102
C2 1.87 0.62 -1.28  0.118
C3 2.38 1.89 -1.60  0.102
C4 1.48 2.92 -1.84  0.052
C5 0.11 2.71 -1.77  0.135
C6 -0.35 1.43 -1.42  0.026
N1 0.52 0.44 -1.20  0.121
C7 -1.73 0.92 -1.22  -0.001
O3 -2.75 1.50 -1.53  0.001
O4 -1.69 -0.29 -0.68  -0.005
H1 4.06 -1.67 -0.78  0.002
H2 3.45 2.04 -1.65  0.005
H3 1.85 3.91 -2.06  0.000
H4 -0.61 3.49 -1.95  0.007
C8 -2.77 -4.12 4.07  0.000
Si1 -2.78 -2.27 3.56  0.000
C9 -4.55 -1.56 3.60  0.000
C10 -1.53 -1.23 4.55  0.000
C11 -2.25 -2.16 1.74  0.000
Te1 -0.48 -3.33 1.31  0.007
C12 -1.65 -4.68 0.05  0.008
Si2 -2.28 -3.83 -1.56  0.003
C13 -0.85 -2.89 -2.41  0.012
C14 -3.81 -2.71 -1.33  0.000
C15 -2.74 -5.28 -2.71  0.000
H5 -3.02 -4.24 5.11  0.000
H6 -1.78 -4.55 3.91  0.000
H7 -3.48 -4.70 3.49  0.000
H8 -4.97 -1.61 4.60  0.000
H9 -5.21 -2.09 2.93  0.000
H10 -4.54 -0.52 3.30  0.000
H11 -1.83 -1.09 5.58  0.000
H12 -1.43 -0.25 4.09  0.000
H13 -0.55 -1.70 4.55  0.000
H14 -2.04 -1.13 1.47  0.000
H15 -3.02 -2.54 1.07  0.000
H16 -2.48 -5.06 0.65  0.000
H17 -1.01 -5.52 -0.20  0.000
H18 -0.62 -1.94 -1.88  0.008
H19 -1.13 -2.62 -3.43  0.002
H20 0.06 -3.49 -2.47  0.000
H21 -3.53 -1.70 -1.02  0.000
H22 -4.51 -3.11 -0.60  0.000
H23 -4.35 -2.62 -2.26  0.000
H24 -1.88 -5.90 -2.95  0.000
H25 -3.16 -4.93 -3.64  0.000
H26 -3.48 -5.92 -2.25  0.000
O5 1.74 1.38 2.28  0.013
C16 1.00 0.59 1.84  0.016
N2 0.23 -0.24 1.48  0.022

[2]
ORCA calculation (the ωB97M-V functional and the def2-TZVPD basis) on a structure of composition C7H22ClI2InN2P2S at a distorted geometry.

## Properties
E_LUMO (spin up / spin down) (eV): -9.76 / -9.56
Multiplicity: 1
Max |F| (eV Å⁻¹): 3.42
Total charge: +2
Electronic energy (Ha): -2715.53398
Orbital gap (spin up / spin down) (eV): 5.3 / 5.5
M (g mol⁻¹): 632.361

Each line ends with the Mulliken charge.
Geometry (Å):
I1 0.00 2.96 -0.48  0.148
I2 0.00 -2.95 -0.29  0.128
In1 0.00 0.01 -0.99  0.767
P1 -2.62 -0.01 -0.83  0.699
C1 -3.30 0.06 0.81  -1.127
C2 -3.07 1.41 -1.81  -1.194
H1 -4.11 1.19 -2.03  0.479
H2 -4.13 -1.28 -1.93  0.479
H3 -2.46 1.46 -2.72  0.331
H4 -2.47 -1.62 -2.60  0.329
H5 -2.98 0.98 1.32  0.326
H6 -2.94 2.33 -1.22  0.348
C3 -3.08 -1.50 -1.70  -1.189
H7 -4.37 0.06 0.60  0.451
H8 -2.95 -2.36 -1.04  0.350
H9 -2.98 -0.81 1.39  0.325
P2 2.62 0.01 -0.83  0.697
C4 3.30 0.09 0.81  -1.127
C5 3.09 -1.48 -1.70  -1.185
H10 2.44 1.48 -2.72  0.332
H11 4.11 1.21 -2.04  0.480
H12 2.93 2.34 -1.22  0.349
C6 3.06 1.43 -1.82  -1.197
H13 2.49 -1.60 -2.61  0.328
H14 4.14 -1.26 -1.92  0.479
H15 4.37 0.09 0.60  0.451
H16 2.99 -0.79 1.39  0.325
H17 2.95 -2.35 -1.04  0.349
H18 2.97 1.00 1.31  0.325
Cl1 0.00 -0.11 -3.33  -0.441
N1 0.00 -1.17 3.86  -0.384
C7 0.00 0.00 3.23  0.709
N2 0.00 1.17 3.86  -0.390
S1 0.00 0.01 1.55  -0.497
H19 0.00 -1.26 4.84  0.216
H20 0.00 -1.99 3.25  0.151
H21 0.00 1.99 3.25  0.161
H22 0.00 1.26 4.84  0.217

[3]
ORCA calculation (the ωB97M-V functional and the def2-TZVPD basis) on a structure of composition C22H49AlN2OP3S at a distorted geometry.

## Properties
E_LUMO (spin up / spin down) (eV): -9.77 / -9.16
Multiplicity: 1
Max |F| (eV Å⁻¹): 2.95
Total charge: +3
Electronic energy (Ha): -2715.99599
Orbital gap (spin up / spin down) (eV): 4.5 / 5.1
M (g mol⁻¹): 509.618
Energy above the lowest of the compared OMol25 structures with the same formula, charge and spin (kcal per mole): 97.3

Each line ends with the Mulliken charge.
Geometry (Å):
Al1 -0.39 0.31 -3.12  -1.005
P1 2.19 1.09 1.76  0.979
P2 -1.39 1.98 -1.80  1.559
P3 1.66 -0.60 -2.63  1.724
H1 -1.69 -1.61 0.29  0.397
C1 -0.72 -2.12 0.46  -1.299
C2 0.18 -1.64 1.45  -0.323
H2 -0.27 -1.46 2.44  0.402
C3 1.83 1.36 3.45  -1.137
C4 2.60 2.63 0.92  -1.095
C5 3.53 -0.09 1.54  -1.540
C6 -2.97 2.11 -2.70  -1.388
C7 -1.76 2.68 -0.15  -1.118
C8 -0.29 3.25 -2.54  -1.374
C9 2.36 -1.96 -1.65  -1.091
C10 2.85 0.75 -2.41  -0.956
C11 1.94 -1.14 -4.36  -1.512
H3 -0.38 -2.80 -0.31  0.448
H4 1.16 -2.15 1.45  0.436
H5 0.83 0.55 3.93  -0.129
H6 1.51 2.39 3.63  0.407
H7 2.74 1.14 4.03  0.515
H8 1.79 3.36 1.09  0.395
H9 2.74 2.48 -0.16  0.239
H10 3.53 3.02 1.36  0.437
H11 3.19 -1.12 1.71  0.335
H12 4.29 0.16 2.28  0.544
H13 3.96 -0.01 0.54  0.424
H14 -3.12 3.17 -2.95  0.491
H15 -3.78 1.81 -2.02  0.413
H16 -3.06 1.53 -3.63  0.364
H17 -2.36 3.59 -0.26  0.583
H18 -0.85 2.95 0.40  0.243
H19 -2.33 1.97 0.47  0.335
H20 -0.91 4.10 -2.85  0.476
H21 0.27 2.87 -3.41  0.397
H22 0.43 3.58 -1.78  0.291
H23 2.91 -2.61 -2.34  0.554
H24 1.59 -2.54 -1.14  0.134
H25 3.06 -1.57 -0.90  0.264
H26 3.63 0.61 -3.16  0.544
H27 3.28 0.72 -1.40  -0.130
H28 2.38 1.73 -2.56  0.294
H29 3.02 -1.06 -4.53  0.544
H30 1.40 -0.50 -5.07  0.439
H31 1.61 -2.18 -4.49  0.393
C12 -2.15 -1.67 -4.28  1.052
C13 -3.24 -1.14 -4.99  -0.606
C14 -3.47 -1.73 -6.24  -0.686
C15 -2.66 -2.78 -6.69  -0.653
C16 -1.60 -3.26 -5.93  -0.658
C17 -1.34 -2.73 -4.66  -0.451
O1 -1.63 -0.94 -3.14  -0.157
H32 -2.26 -0.21 -2.84  0.215
H33 -3.80 -0.31 -4.59  0.444
H34 -4.30 -1.32 -6.81  0.425
H35 -2.87 -3.23 -7.68  0.401
H36 -0.98 -4.07 -6.31  0.419
H37 -0.52 -3.08 -4.05  0.714
C18 1.32 -1.99 4.71  -0.590
N1 0.15 -1.21 5.11  0.241
C19 -0.76 -1.81 6.08  -1.074
C20 -0.06 0.01 4.64  -0.113
S1 0.54 0.32 0.75  0.160
N2 -1.14 0.75 4.89  0.091
C21 -1.42 1.27 6.24  -0.858
C22 -1.73 1.53 3.80  -0.800
H38 1.06 -3.05 4.80  0.322
H39 2.18 -1.78 5.37  0.310
H40 1.61 -1.78 3.68  0.080
H41 -0.48 -1.54 7.11  0.371
H42 -1.80 -1.50 5.88  0.393
H43 -0.68 -2.89 5.97  0.334
H44 -0.87 2.21 6.42  0.297
H45 -2.49 1.48 6.30  0.326
H46 -1.14 0.55 7.00  0.306
H47 -1.10 2.40 3.54  0.272
H48 -1.85 0.90 2.91  0.132
H49 -2.72 1.88 4.13  0.434